16
Properties=species:S:1:pos:R:3 method="wB97M-V/def2-TZVPD" total_charge=0
C -0.388 -1.695 -1.576
C 0.964 -2.311 -1.922
C -0.231 2.473 2.349
C -0.356 1.483 1.202
H -1.046 1.864 0.447
H 0.604 1.498 0.674
H 1.102 -2.632 -2.961
H 0.510 3.259 2.214
H 1.134 -3.197 -1.321
H -0.449 -1.450 -0.519
H -1.139 -2.412 -1.923
H 0.026 1.942 3.270
H 1.708 -1.504 -1.914
H -1.160 3.006 2.570
H -0.715 -0.791 -2.100
H -0.563 0.469 1.509



16
Properties=species:S:1:pos:R:3 method="wB97M-V/def2-TZVPD" total_charge=0
C 0.552 2.729 -0.587
C -1.313 -2.027 0.506
C 0.161 -1.778 0.836
C 0.572 1.188 -0.784
H 1.149 0.851 -1.651
H -0.451 3.086 -0.374
H 0.919 -1.366 0.199
H -0.470 0.847 -0.920
H -1.932 -1.302 1.060
H -1.565 -2.044 -0.579
H 0.886 3.173 -1.533
H 1.307 2.937 0.170
H -1.675 -2.998 0.832
H 0.266 -1.129 1.695
H 0.538 -2.756 1.143
H 1.055 0.590 -0.012



16
Properties=species:S:1:pos:R:3 method="wB97M-V/def2-TZVPD" total_charge=0
C 0.658 -0.199 -1.814
C 0.742 0.371 2.126
C -0.628 -0.508 -2.570
C -0.767 0.334 2.271
H -1.428 -0.620 -1.844
H -0.562 -1.398 -3.176
H 1.114 -0.042 1.190
H -1.236 0.868 1.445
H 0.431 0.233 -0.837
H 1.281 -1.073 -1.597
H 1.082 1.415 2.055
H -0.951 0.385 -3.116
H 1.318 -0.041 2.957
H -1.079 0.811 3.208
H -1.163 -0.682 2.235
H 1.314 0.484 -2.344



16
Properties=species:S:1:pos:R:3 method="wB97M-V/def2-TZVPD" total_charge=0
C 0.226 1.831 0.051
C 0.667 2.891 1.054
C 0.043 -2.911 -0.690
C -0.888 -1.691 -0.454
H -0.613 2.199 -0.545
H -0.147 0.929 0.524
H -0.095 3.246 1.740
H 1.362 2.373 1.733
H 0.987 1.511 -0.660
H -0.489 -3.487 -1.449
H -1.407 -1.376 -1.355
H -1.645 -2.094 0.226
H 0.085 -3.560 0.179
H 1.057 -2.633 -0.963
H 1.278 3.636 0.561
H -0.422 -0.865 0.048



16
Properties=species:S:1:pos:R:3 method="wB97M-V/def2-TZVPD" total_charge=0
C -2.419 1.374 -0.749
C 2.018 -1.335 0.958
C 2.578 0.052 0.852
C -2.218 -0.101 -0.970
H 2.378 -1.834 1.873
H -1.553 1.868 -0.212
H 0.889 -1.515 1.041
H 1.799 0.770 0.484
H -2.031 -0.680 -0.082
H 3.392 0.121 0.141
H -3.262 1.629 -0.066
H 2.247 -1.905 -0.012
H 3.191 0.428 1.669
H -2.644 1.955 -1.735
H -1.345 -0.176 -1.621
H -3.020 -0.650 -1.573



16
Properties=species:S:1:pos:R:3 method="wB97M-V/def2-TZVPD" total_charge=0
C 0.576 -0.933 -1.487
C -0.655 -0.421 -2.285
C 0.284 0.087 2.312
C -0.198 1.242 1.472
H 1.478 -1.145 -2.050
H -1.430 -0.070 -1.611
H -1.053 -1.193 -2.938
H 1.334 -0.139 2.088
H 0.221 -1.845 -1.051
H -0.310 -0.824 2.247
H 0.662 -0.220 -0.679
H 0.071 1.185 0.423
H -1.290 1.301 1.460
H -0.357 0.431 -2.901
H 0.363 0.307 3.379
H 0.063 2.250 1.806



16
Properties=species:S:1:pos:R:3 method="wB97M-V/def2-TZVPD" total_charge=0
C 2.495 -1.280 -0.669
C 1.926 -0.474 -1.847
C -2.931 1.165 1.299
C -1.464 0.725 1.247
H -0.764 1.562 1.341
H -1.247 0.060 2.073
H -1.189 0.162 0.348
H -3.404 1.111 0.301
H 1.867 -2.123 -0.370
H 0.878 -0.224 -1.770
H -3.477 0.312 1.683
H 2.075 -1.103 -2.719
H 2.492 0.447 -2.019
H 3.417 -1.789 -0.934
H -3.087 2.109 1.799
H 2.413 -0.661 0.236



16
Properties=species:S:1:pos:R:3 method="wB97M-V/def2-TZVPD" total_charge=0
C 1.970 -0.945 -1.449
C -1.495 0.493 0.846
C -2.007 -0.047 2.183
C 1.513 0.516 -1.590
H 2.319 -1.313 -2.415
H 0.758 0.792 -0.867
H -0.431 0.718 0.922
H -1.543 -0.278 0.082
H -1.876 0.659 3.004
H -1.484 -0.972 2.421
H 2.338 1.168 -1.373
H 1.115 -1.573 -1.241
H -3.081 -0.218 2.122
H 2.736 -1.070 -0.690
H -2.039 1.384 0.546
H 1.315 0.770 -2.628



Looking at Kohn-Sham gap for the records above, in order, we have 0.465 0.460 0.470 0.465 0.450 0.471 0.461 0.471 Eh.
Looking at relative energy (zero: lowest compared OMol25 entry of this formula, charge and spin) for the records above, in order, we have 41.7 65.6 18.6 37.4 78.1 32.5 50.2 21.0 kJ/mol.
Looking at energy for the records above, in order, we have -159.569075 -159.559989 -159.577901 -159.570722 -159.555214 -159.572584 -159.565869 -159.576969 hartree.